The following is a quantum chemistry calculation of a 2-piece molecular cluster, C2H2F2S overall, from OMol25.

Properties
* Kohn-Sham gap: 8.20 eV
* DFT total energy: -675.1894 hartree
* ΔE to the lowest compared entry with this formula, charge and spin: 2.949 eV

```
! RIJCOSX wB97M-V def2-TZVPD def2/J DEFGRID3
* xyz 0 1
S -0.319 -0.772 -0.448
F 2.091 1.215 -0.319
F 2.384 -0.469 0.844
C -1.780 -0.126 0.005
C 2.279 -0.128 -0.398
H -2.661 -0.043 -0.700
H -1.995 0.322 1.017
*
```

Here are the Mulliken charges for atoms 1 to 6, given in e:
1. S -0.12
2. F -0.12
3. F -0.05
4. C -0.28
5. C 0.11
6. H 0.24